Entry 1:
DFT (ωB97M-V with the def2-TZVPD basis set) results for an isolated molecule of C3H6N4.

Geometry as XYZ:
```
13
Properties=species:S:1:pos:R:3:forces:R:3:mulliken_charge:R:1
C 1.87926 -0.98422 0.17487 1.3744 0.8916 -2.5805 -0.980
C 0.70097 -0.05500 0.29624 -0.9119 -0.8472 -0.5829 0.514
N 0.23885 0.28785 1.51149 -0.5618 0.0959 -3.8561 -0.268
N -1.01704 0.64211 1.21230 -3.1840 0.4586 2.1948 -0.443
N -1.43602 0.44517 -0.00265 1.5791 1.5764 3.1526 -0.360
N -0.34563 0.09479 -0.64294 3.0357 0.5073 14.8156 0.644
C -0.41794 -0.03577 -1.83789 -3.6917 -2.2627 -16.5123 -0.829
H 2.23729 -0.92859 1.18284 0.0586 -1.2970 0.7230 0.329
H 1.52200 -1.98329 -0.32502 1.0410 1.7178 1.4301 0.273
H 2.86457 -0.57180 -0.36359 -2.4757 -0.7728 0.4401 0.252
H -1.59506 -0.36259 -2.14286 3.0821 1.0175 0.6708 0.266
H -0.21542 0.88227 -2.46975 -0.0255 -0.8572 0.5082 0.277
H 0.13177 -0.87546 -2.22831 0.6798 -0.2283 -0.4035 0.325
```
Positions in Å, forces in eV/Å.

ΔE to the lowest compared entry with this formula, charge and spin: 4.3919 eV
Kohn-Sham gap: 0.392 Ha
SMILES string: Cc1nnnn1C
molecular weight: 98.1 g/mol
LUMO level: 0.62 eV

---

Entry 2:
DFT (ωB97M-V with the def2-TZVPD basis set) results for an isolated molecule of C4H5Br2N3O2.

Geometry as XYZ:
```
16
Properties=species:S:1:pos:R:3:forces:R:3:mulliken_charge:R:1
C -1.58224 0.28139 -0.58393 -1.0497 -4.3829 2.0182 0.273
C -0.95308 -0.87408 0.37395 0.5797 2.5675 -0.4954 -0.185
C 0.53611 -0.50509 0.16286 -0.6879 -2.6875 0.1475 -0.676
C 1.74687 1.29406 -0.94621 3.8632 1.1339 -2.8893 -0.736
N -0.65214 0.94035 -1.10535 2.9663 3.5538 -2.4382 -0.665
N 0.57539 0.54975 -0.76008 -1.1444 -1.3052 1.1633 0.797
N -1.36468 -0.74779 1.79653 0.9426 0.3112 -3.2723 0.846
O -2.34416 -1.44721 2.02331 -2.5484 -1.4620 1.1243 -0.697
O -0.59339 -0.15337 2.56040 1.5069 1.3984 1.8569 -0.764
Br -3.32251 0.65470 -1.11749 0.5300 -0.2612 0.5786 -0.004
Br 1.42456 -2.22832 -0.64077 -0.3056 1.2015 0.2264 -0.125
H -1.03384 -1.89953 0.11350 -1.1170 -0.7283 -0.6366 0.514
H 1.03321 -0.43543 1.12157 0.3483 0.6129 -0.0186 0.482
H 1.65935 2.09082 -1.75709 -0.3025 -1.1677 1.1971 0.311
H 2.04418 1.75404 -0.03481 -0.1532 0.6773 1.0231 0.397
H 2.82638 0.72573 -1.20641 -3.4282 0.5381 0.4150 0.234
```
Positions in Å, forces in eV/Å.

spin multiplicity: 3
Kohn-Sham gap (alpha / beta): 0.178 / 0.168 Ha
molecular weight: 286.9 g/mol
LUMO level (alpha / beta): -0.57 / -4.36 eV

---

Question: Look up the molecular weight of the first one.
Answer: 98.1 g/mol

---

Question: Among the records above, which one has the lowest molecular weight?
Answer: C3H6N4

---

Question: The highest molecular weight belongs to which entry?
Answer: C4H5Br2N3O2